Entry from OMol25: C36H48AsAuF6OPSb as an isolated structure at a distorted geometry (ωB97M-V with the def2-TZVPD basis set).

Atoms and positions in Å:
Au1 0.2694 -0.9723 -0.2049
Sb1 -1.6359 3.4804 -0.8080
As1 2.9065 1.2630 0.2422
P1 -1.7182 -2.0423 -0.0705
F1 -2.3313 5.1977 -1.0723
F2 -3.0982 2.6618 -1.6346
F3 -0.6461 3.4252 -2.4247
F4 -1.2014 5.4517 1.7208
F5 -0.8288 1.7795 -0.4161
F6 -2.4465 3.2738 0.8861
O1 2.1498 -0.0629 -0.4194
C1 1.0512 2.6538 1.9850
C2 -3.1796 -0.0176 1.4068
C3 0.1733 3.6355 2.3541
C4 4.5680 -1.0583 3.2312
C5 -0.9831 -0.2185 3.0133
C6 5.3808 3.7216 -2.0589
C7 -3.5974 -0.1816 -3.3419
C8 -2.2525 0.1725 -3.9884
C9 -3.4210 -0.5147 -1.8594
C10 -1.8826 -3.8936 0.1063
C11 5.5384 1.4766 -2.9228
C12 -1.0806 -4.6965 -0.9244
C13 4.1303 1.9460 -1.0431
C14 -1.1082 -0.6525 -3.3822
C15 4.4983 3.2870 -1.0821
C16 3.8413 -0.6324 2.1281
C17 -3.3967 0.5052 2.8292
C18 1.6919 2.7037 0.7302
C19 5.2216 -0.1326 4.0317
C20 0.0080 4.8408 1.5041
C21 -0.2336 -5.1172 1.6703
C22 0.4368 -4.5825 -0.6960
C23 -1.5949 -1.5645 2.6370
C24 -2.0583 0.7283 3.5531
C25 1.2635 3.6249 -0.2356
C26 -1.6208 -1.9903 -2.8593
C27 0.7747 -4.3875 0.7897
C28 4.4305 1.6615 2.6460
C29 0.2267 4.5509 0.0295
C30 -1.6610 -4.5623 1.4812
C31 5.8938 2.8174 -2.9789
C32 3.7754 0.7273 1.8483
C33 -2.5978 -1.4449 1.4477
C34 4.6503 1.0332 -1.9556
C35 -2.6205 -1.8222 -1.6838
C36 5.1522 1.2256 3.7446
H1 4.3469 -0.0053 -1.9163
H2 -2.9492 -3.9869 -0.1235
H3 0.0544 -5.0544 2.7206
H4 0.9099 -5.4955 -1.0623
H5 5.9486 0.7750 -3.6363
H6 -3.4143 -2.1568 1.6062
H7 0.1944 5.4359 -0.6029
H8 4.6288 -2.1138 3.4594
H9 -2.9159 0.3273 -1.3876
H10 0.7737 5.5698 1.8249
H11 -2.3619 -5.3992 1.5225
H12 -4.3986 -0.6165 -1.3881
H13 -3.3153 -2.6671 -1.7072
H14 0.7543 -3.3219 1.0356
H15 -1.3480 -4.4319 -1.9467
H16 -2.1296 -1.9537 3.5080
H17 -0.7974 -2.2746 2.4134
H18 -0.6459 -0.0885 -2.5645
H19 -1.7417 1.7613 3.4096
H20 4.3817 2.7203 2.4145
H21 -0.1962 -0.3748 3.7562
H22 5.6653 4.7641 -2.1030
H23 1.2493 1.8218 2.6511
H24 -0.3597 3.6090 3.2965
H25 -1.3810 -5.7403 -0.7964
H26 5.6665 1.9407 4.3720
H27 -0.3209 -0.8258 -4.1171
H28 1.7894 -4.7350 0.9931
H29 6.5742 3.1609 -3.7464
H30 -3.9564 1.4396 2.7852
H31 -4.0129 -0.2099 3.3814
H32 -2.1435 -2.4981 -3.6744
H33 3.3280 -1.3393 1.4878
H34 1.6638 3.5771 -1.2426
H35 -0.7829 -2.6314 -2.5797
H36 4.1186 3.9921 -0.3509
H37 -0.5084 0.2207 2.1285
H38 -4.2860 0.6582 -3.4380
H39 5.7952 -0.4704 4.8844
H40 -2.1862 0.5781 4.6276
H41 -1.9391 -3.9051 2.3007
H42 -2.5043 0.6652 0.8857
H43 0.8512 -3.7560 -1.2800
H44 -0.2190 -6.1779 1.4079
H45 -2.0496 1.2321 -3.8391
H46 -4.1237 -0.0135 0.8683
H47 -4.0610 -1.0312 -3.8518
H48 -2.3073 0.0148 -5.0676

As for the frontier orbital gap (alpha / beta): 7.51 / 5.27 eV. As for the multiplicity: 2. The value obtained for the energy above the lowest of the compared OMol25 structures with the same formula, charge and spin is 0.0 kcal per mole. As for the total energy: -136817.14678 eV. Its expectation value of S² is 0.77. Its total charge is +1.